(1)
{"formula": "C19H10Cl3CoNOS", "method": "ωB97M-V with the def2-TZVPD basis set", "max_force_ev_per_a": 1.182, "e_tot_ev": -109432.459, "lumo_ev": [-0.37, -0.48], "total_charge": 0, "homo_energy_ev": [-7.825, -7.838], "spin_multiplicity": 2, "symbols": ["Co", "S", "C", "C", "C", "C", "C", "C", "N", "C", "C", "C", "C", "C", "C", "C", "H", "H", "H", "H", "H", "H", "H", "H", "Cl", "C", "C", "C", "Cl", "C", "O", "C", "Cl", "C", "H", "H"], "coordinates": [[-0.6998, -0.8822, -0.4562], [3.4501, -1.1018, 0.9975], [3.6054, -1.0729, -0.7372], [4.7514, -0.9970, -1.5172], [4.6016, -0.9660, -2.8909], [3.3344, -1.0107, -3.4785], [2.1959, -1.0935, -2.7040], [2.3313, -1.1278, -1.3182], [1.3034, -1.2146, -0.4025], [1.7259, -1.1945, 0.8333], [0.7736, -1.2000, 1.9231], [1.1386, -1.1898, 3.2689], [0.1490, -1.1510, 4.2332], [-1.1864, -1.1255, 3.8508], [-1.5413, -1.1351, 2.5058], [-0.5711, -1.1671, 1.5149], [5.7311, -0.9556, -1.0603], [5.4771, -0.9038, -3.5232], [3.2458, -0.9740, -4.5560], [1.2054, -1.1208, -3.1407], [2.1863, -1.2084, 3.5489], [0.4117, -1.1322, 5.2829], [-1.9645, -1.0950, 4.6037], [-2.5927, -1.1210, 2.2399], [-6.0800, 3.5487, -0.5848], [-4.5278, 2.7866, -0.6838], [-4.4444, 1.4091, -0.7653], [-3.1902, 0.8381, -0.8400], [-3.0090, -0.8941, -0.9306], [-1.9809, 1.5634, -0.8288], [-0.8201, 0.9897, -0.8894], [-2.1375, 2.9654, -0.7400], [-0.7117, 3.9350, -0.7158], [-3.3789, 3.5650, -0.6709], [-5.3320, 0.7918, -0.7630], [-3.4497, 4.6416, -0.6054]], "forces_ev_per_a": [[0.48, -0.37, 1.01], [-0.12, -0.04, -0.10], [-0.26, -0.02, 0.07], [0.06, 0.01, -0.01], [0.05, -0.01, 0.01], [-0.06, 0.00, 0.00], [-0.11, 0.00, 0.07], [0.33, -0.03, -0.13], [-0.65, 0.33, 0.22], [0.48, -0.02, -0.17], [-0.35, 0.00, 0.32], [0.06, -0.04, -0.22], [-0.01, 0.02, 0.14], [-0.04, -0.02, -0.07], [-0.10, -0.06, -0.06], [0.14, 0.03, -1.03], [0.01, 0.00, -0.02], [0.01, 0.01, 0.02], [0.00, -0.01, 0.01], [0.04, 0.01, -0.06], [-0.02, 0.02, 0.07], [0.01, -0.02, -0.01], [0.03, 0.00, 0.03], [0.01, 0.05, -0.01], [-0.15, 0.06, 0.01], [0.15, -0.13, 0.00], [-0.08, -0.10, -0.01], [0.21, 0.56, 0.07], [-0.07, -0.27, 0.15], [-0.08, -0.06, -0.09], [0.07, 0.13, -0.12], [-0.16, -0.16, -0.05], [0.08, 0.08, 0.00], [0.05, 0.01, -0.01], [-0.02, 0.04, -0.01], [-0.01, 0.00, 0.01]]}



(2)
{"formula": "C19H10Cl5F3N3OTa", "method": "ωB97M-V with the def2-TZVPD basis set", "max_force_ev_per_a": 1.711, "e_tot_ev": -98684.972, "lumo_ev": -8.40, "total_charge": 2, "homo_energy_ev": -15.294, "symbols": ["Ta", "O", "C", "N", "C", "C", "C", "C", "C", "C", "N", "C", "C", "C", "C", "C", "N", "H", "H", "H", "H", "H", "H", "H", "H", "H", "H", "Cl", "C", "C", "C", "Cl", "C", "Cl", "C", "Cl", "C", "Cl", "F", "C", "F", "F"], "coordinates": [[-0.3095, -0.0944, -0.4482], [-1.9015, 1.6005, 2.9636], [-1.7649, 1.1977, 1.8467], [-0.7571, 0.2996, 1.4474], [0.0336, -0.1759, 2.5866], [0.7617, -1.4106, 2.1950], [1.3316, -2.2712, 3.1168], [2.0358, -3.3709, 2.6578], [2.1641, -3.5715, 1.2863], [1.5688, -2.6792, 0.4265], [0.8683, -1.6224, 0.8746], [-2.6711, 1.5705, 0.7265], [-3.8668, 2.2134, 0.9617], [-4.6893, 2.4949, -0.1219], [-4.2704, 2.1342, -1.3949], [-3.0509, 1.5028, -1.5490], [-2.2608, 1.2158, -0.5050], [0.7559, 0.5958, 2.8729], [-0.6125, -0.3250, 3.4504], [1.2199, -2.0805, 4.1753], [2.4795, -4.0650, 3.3589], [2.7160, -4.4136, 0.8951], [1.6498, -2.8067, -0.6452], [-4.1312, 2.4724, 1.9776], [-5.6405, 2.9882, 0.0263], [-4.8788, 2.3378, -2.2642], [-2.7023, 1.2251, -2.5338], [3.1668, 0.6728, 1.0655], [2.8879, 0.9008, -0.6094], [1.6331, 0.5844, -1.1320], [1.4225, 0.8771, -2.4727], [-0.2271, 0.5000, -2.9319], [2.3434, 1.4345, -3.3226], [1.9503, 1.7907, -4.9428], [3.6164, 1.6947, -2.7817], [4.8174, 2.3551, -3.7768], [3.8879, 1.4293, -1.4280], [5.4246, 1.7699, -0.7813], [-1.3676, -2.9796, -0.3137], [-1.0847, -1.9873, -1.1347], [-0.2969, -2.4564, -2.1261], [-2.2512, -1.5480, -1.6955]], "forces_ev_per_a": [[0.57, 0.31, 1.58], [0.04, -0.13, -0.01], [-0.29, 0.33, -0.03], [0.24, -0.03, -0.39], [0.21, -0.03, 0.12], [0.00, -0.05, 0.08], [0.05, -0.02, -0.06], [-0.04, 0.07, -0.03], [0.00, 0.04, 0.07], [0.18, -0.15, -0.19], [-0.67, 0.98, -0.69], [-0.26, 0.17, 0.02], [0.11, -0.01, -0.01], [0.04, -0.01, -0.04], [0.02, 0.01, 0.10], [-0.02, 0.03, -0.26], [1.09, -0.63, 0.19], [-0.03, 0.00, 0.03], [-0.07, -0.08, -0.04], [-0.02, 0.02, -0.01], [0.01, 0.00, -0.01], [-0.02, 0.01, -0.05], [-0.05, 0.03, 0.01], [0.01, 0.00, 0.00], [0.00, 0.00, -0.01], [0.02, -0.01, -0.02], [-0.04, -0.03, 0.04], [0.12, -0.01, 0.08], [-0.20, -0.07, 0.03], [-0.63, -0.05, 0.29], [0.49, 0.01, 0.66], [-0.60, 0.15, -1.02], [-0.06, 0.00, -0.29], [-0.01, -0.04, 0.04], [0.00, 0.00, 0.02], [-0.05, -0.02, 0.02], [-0.02, -0.03, 0.06], [0.00, 0.02, -0.04], [-0.11, -0.07, 0.02], [0.13, -0.66, -0.10], [-0.11, -0.15, -0.04], [-0.07, 0.09, -0.14]]}



(3)
{"formula": "C19H10F5I2N2O2SeY", "method": "ωB97M-V with the def2-TZVPD basis set", "max_force_ev_per_a": 0.450, "e_tot_ev": -123105.179, "lumo_ev": -8.19, "total_charge": 2, "homo_energy_ev": -14.234, "de_lowest_kj_mol": 0.0, "symbols": ["Y", "O", "C", "O", "C", "C", "C", "C", "C", "C", "N", "C", "C", "C", "C", "C", "C", "N", "H", "H", "H", "H", "H", "H", "H", "H", "H", "H", "F", "C", "C", "F", "C", "F", "C", "Se", "C", "F", "C", "F", "I", "I"], "coordinates": [[-1.5862, -0.5467, 0.1788], [4.5788, -0.4606, -4.4186], [3.3057, -0.8571, -4.4064], [2.6881, -1.0040, -5.4176], [2.6334, -1.1031, -3.0663], [3.2841, -1.1365, -1.8381], [2.5865, -1.3699, -0.6619], [1.2186, -1.5957, -0.7251], [0.5603, -1.5757, -1.9579], [1.2614, -1.3334, -3.1230], [0.3789, -1.7420, 0.4020], [0.7148, -2.1803, 1.5525], [-0.2952, -2.1265, 2.6255], [0.0482, -2.4097, 3.9305], [-0.9355, -2.3237, 4.9127], [-2.2150, -1.9610, 4.5401], [-2.4708, -1.6713, 3.2067], [-1.5387, -1.7389, 2.2517], [4.9479, -0.3113, -3.5409], [4.3537, -0.9839, -1.7631], [3.1092, -1.3467, 0.2850], [-0.4863, -1.8812, -2.0494], [0.7830, -1.3448, -4.0928], [1.7044, -2.5753, 1.7721], [1.0619, -2.6955, 4.1764], [-0.7004, -2.5400, 5.9461], [-3.0153, -1.8933, 5.2632], [-3.4674, -1.3825, 2.8995], [-1.4264, 5.8794, -2.2298], [-1.2435, 4.8996, -1.3707], [-1.7109, 3.6228, -1.6625], [-2.3446, 3.3554, -2.7931], [-1.4872, 2.6452, -0.7246], [-1.9505, 1.3454, -1.0254], [-0.8427, 2.8161, 0.4847], [-0.6078, 1.3728, 1.7172], [-0.3880, 4.1003, 0.7414], [0.2489, 4.3563, 1.8728], [-0.5838, 5.1315, -0.1708], [-0.1399, 6.3408, 0.1042], [-4.7292, -0.3664, 0.2720], [-5.3027, -1.4087, -2.0971]], "forces_ev_per_a": [[-0.09, -0.04, -0.06], [0.07, 0.00, 0.01], [-0.12, 0.06, 0.06], [0.03, -0.03, -0.01], [-0.02, -0.02, -0.08], [0.04, -0.01, 0.02], [-0.03, 0.04, 0.01], [0.05, 0.04, -0.13], [-0.06, -0.05, -0.09], [0.10, 0.01, 0.02], [0.11, -0.35, 0.19], [-0.16, 0.04, -0.06], [0.35, -0.04, -0.14], [-0.10, -0.10, -0.03], [-0.02, 0.02, 0.02], [0.00, -0.02, 0.02], [0.02, -0.05, -0.04], [-0.06, -0.01, 0.35], [-0.01, -0.01, -0.02], [-0.01, 0.00, 0.00], [-0.02, 0.01, 0.02], [-0.02, 0.03, 0.12], [-0.01, 0.00, 0.00], [0.03, 0.03, 0.00], [0.00, -0.02, -0.01], [0.00, 0.00, 0.00], [0.00, 0.00, 0.00], [0.00, 0.03, -0.01], [0.00, -0.01, 0.00], [-0.01, -0.03, 0.02], [0.00, 0.05, -0.01], [0.01, 0.02, 0.00], [0.09, -0.11, 0.23], [0.04, 0.32, -0.31], [-0.12, -0.07, -0.28], [-0.07, 0.27, 0.08], [0.00, -0.07, 0.02], [0.01, 0.05, 0.02], [0.01, 0.02, 0.03], [-0.01, -0.01, -0.01], [-0.14, 0.09, 0.21], [0.08, -0.08, -0.14]]}



(4)
{"formula": "C19H11CdF6N7O4S2Sb", "method": "ωB97M-V with the def2-TZVPD basis set", "max_force_ev_per_a": 1.474, "e_tot_ev": -87585.652, "lumo_ev": [2.37, 0.41], "total_charge": -2, "homo_energy_ev": [-3.635, -3.633], "spin_multiplicity": 2, "symbols": ["Cd", "C", "S", "C", "S", "N", "N", "C", "C", "C", "C", "C", "C", "N", "H", "H", "H", "H", "H", "H", "H", "H", "O", "C", "O", "C", "C", "C", "N", "C", "C", "C", "O", "O", "H", "H", "H", "F", "Sb", "F", "F", "F", "F", "F", "N", "C", "C", "C", "N", "C", "N"], "coordinates": [[0.0585, -0.4874, -0.3151], [4.0806, -0.8925, 3.2954], [2.4623, -1.0974, 4.0874], [1.4413, -0.2242, 2.9283], [1.9758, 1.1223, 2.0825], [0.2004, -0.6535, 2.9187], [-0.6015, -0.4837, 1.8927], [-1.8750, -0.4237, 2.0728], [-2.7774, -0.5365, 0.9378], [-4.1580, -0.4907, 1.1063], [-4.9734, -0.6679, 0.0029], [-4.3937, -0.9034, -1.2330], [-3.0069, -0.9282, -1.3212], [-2.2315, -0.7293, -0.2709], [4.7887, -1.4447, 3.9082], [4.3636, 0.1541, 3.2430], [4.0435, -1.3213, 2.2961], [-2.2903, -0.3481, 3.0747], [-4.5778, -0.3343, 2.0919], [-6.0500, -0.6288, 0.1026], [-4.9946, -1.0635, -2.1161], [-2.4979, -1.1066, -2.2616], [-0.4522, 6.2379, -2.9348], [-0.6593, 6.0170, -1.7332], [-0.9543, 6.7644, -0.7794], [-0.5402, 4.4914, -1.3181], [-0.5114, 4.1374, 0.0245], [-0.4058, 2.8024, 0.3618], [-0.3325, 1.8306, -0.5515], [-0.3789, 2.1624, -1.8447], [-0.4825, 3.4842, -2.2692], [-0.3862, 1.0085, -2.8901], [-0.7044, 1.3095, -4.0352], [-0.0991, -0.1487, -2.4385], [-0.5836, 4.9052, 0.7826], [-0.3836, 2.4891, 1.4019], [-0.5220, 3.7052, -3.3244], [-0.2676, -2.9061, -0.0918], [-0.5835, -4.8096, -0.1080], [-2.2812, -4.4699, -0.9073], [-1.4145, -4.6173, 1.5965], [-0.9151, -6.6856, -0.0723], [1.1031, -5.0723, 0.7172], [0.1883, -4.9649, -1.8258], [2.1514, -0.9257, -0.4239], [3.2669, -0.7467, -0.6822], [4.6194, -0.5752, -0.9204], [5.4533, -0.0640, 0.0953], [6.1476, 0.3444, 0.9253], [5.2069, -0.9528, -2.1489], [5.7340, -1.2615, -3.1285]], "forces_ev_per_a": [[0.22, 0.37, -0.59], [-0.31, 0.15, 0.03], [-0.10, -0.05, -0.17], [0.91, 0.42, -0.06], [-0.22, -0.28, -0.13], [-0.63, -0.68, 1.14], [-0.25, 0.41, -0.28], [0.37, -0.15, 0.36], [-0.50, 0.02, -0.57], [0.24, 0.02, 0.31], [0.00, -0.05, -0.32], [-0.11, 0.04, 0.25], [0.09, -0.02, -0.19], [-0.35, -0.15, 0.39], [0.01, -0.02, 0.01], [0.08, -0.03, 0.01], [0.07, 0.00, 0.02], [0.04, 0.00, 0.02], [0.02, 0.02, -0.01], [0.00, -0.01, 0.04], [0.01, 0.00, -0.02], [0.06, 0.07, 0.02], [-0.05, 0.21, 0.02], [-0.02, -0.83, 0.34], [0.05, 0.17, -0.17], [-0.03, 0.76, -0.35], [-0.04, -0.27, 0.12], [-0.09, 0.16, -0.05], [0.07, -0.04, 0.04], [-0.14, -0.11, -0.53], [0.04, -0.26, 0.32], [-0.16, 0.63, 0.30], [0.10, -0.21, 0.11], [-0.18, -0.15, -0.58], [-0.01, 0.06, -0.06], [0.02, -0.01, -0.04], [0.02, 0.07, 0.00], [-0.01, -0.24, 0.00], [-0.14, -0.29, 0.07], [0.25, -0.02, 0.11], [0.15, 0.01, -0.21], [0.00, 0.37, 0.00], [-0.28, 0.08, -0.11], [-0.08, 0.10, 0.24], [0.88, -0.11, 0.05], [-0.22, -0.20, 0.17], [0.21, 0.05, -0.12], [0.03, 0.08, 0.16], [-0.05, -0.02, 0.01], [0.05, -0.09, -0.15], [-0.03, 0.02, 0.02]]}



(5)
{"formula": "C19H11Cl3N3O", "method": "ωB97M-V with the def2-TZVPD basis set", "max_force_ev_per_a": 3.068, "e_tot_ev": -63966.307, "lumo_ev": 1.78, "total_charge": -1, "homo_energy_ev": -3.144, "symbols": ["C", "C", "C", "N", "C", "C", "C", "C", "C", "N", "C", "C", "H", "H", "H", "H", "H", "H", "H", "Cl", "C", "Cl", "C", "O", "C", "C", "C", "C", "C", "N", "C", "Cl", "C", "H", "H", "H", "H"], "coordinates": [[0.9663, -0.1231, -3.6404], [0.1249, -1.0636, -2.7895], [0.6739, -2.4439, -2.8977], [1.2515, -3.4537, -2.7967], [-1.3752, -1.0285, -3.0346], [-2.0211, 0.1527, -3.3951], [-3.3989, 0.2543, -3.2624], [-4.1214, -0.8109, -2.7115], [-5.5444, -0.6963, -2.5368], [-6.7068, -0.6183, -2.4207], [-3.4776, -2.0020, -2.3465], [-2.1041, -2.0822, -2.4744], [0.5642, 0.8980, -3.6253], [1.9853, -0.1743, -3.2295], [1.0036, -0.4833, -4.6751], [-1.4369, 1.0312, -3.6866], [-3.8881, 1.2125, -3.4485], [-4.0213, -2.7846, -1.8107], [-1.5891, -2.9474, -2.0332], [0.2084, -0.7305, -1.0514], [2.3769, 1.4057, 1.1098], [2.5457, 1.9894, -0.4976], [1.0249, 1.5613, 1.7447], [-0.0292, 1.6898, 1.1184], [1.1164, 1.3667, 3.2759], [2.1453, 0.4999, 3.7990], [2.4203, 0.5818, 5.1962], [1.7093, 1.5211, 5.9448], [0.6718, 2.2421, 5.3421], [0.3519, 2.1037, 4.0538], [2.9413, -0.1984, 2.8238], [3.9458, -1.4813, 3.3375], [2.8930, 0.1613, 1.4524], [3.2869, 0.0715, 5.6241], [1.9772, 1.7748, 6.9704], [0.1262, 3.0142, 5.8710], [3.4029, -0.4095, 0.7003]], "forces_ev_per_a": [[0.40, -0.08, 0.20], [-0.43, -0.72, -0.67], [1.36, -1.55, 0.39], [-1.32, 1.84, -0.56], [-0.22, -0.04, 0.57], [0.26, -0.09, -0.14], [-0.06, 0.13, 0.44], [0.06, -0.09, -0.42], [-2.45, 0.19, 0.21], [2.48, -0.16, -0.22], [0.03, 0.30, 0.46], [-0.22, -0.36, -0.13], [0.39, -0.33, 0.19], [-0.30, 0.43, -0.21], [-0.15, 0.03, 0.17], [-0.36, -0.41, -0.01], [0.05, -0.41, -0.10], [0.08, 0.24, -0.41], [-0.16, 0.42, -0.42], [0.59, 0.68, 0.76], [-2.91, -0.55, 0.80], [0.02, 0.16, -0.95], [0.34, -0.60, 0.06], [0.70, 0.67, 0.69], [1.01, -0.60, -0.90], [0.60, 0.45, -0.51], [-0.30, 0.72, -0.38], [0.10, -0.18, -0.27], [0.05, -0.45, -0.55], [-0.12, 0.99, 0.41], [-1.37, 0.50, -1.09], [0.63, -0.91, 0.28], [1.26, 0.53, 2.47], [-0.41, -0.03, -0.19], [-0.01, -0.31, -0.15], [-0.12, -0.16, 0.22], [0.52, -0.22, -0.05]]}



(6)
{"formula": "C19H11ClF4IrN3O6S", "method": "ωB97M-V with the def2-TZVPD basis set", "max_force_ev_per_a": 0.728, "e_tot_ev": -73695.047, "lumo_ev": [-3.70, -5.67], "total_charge": 1, "homo_energy_ev": [-11.299, -11.473], "spin_multiplicity": 6, "symbols": ["Ir", "F", "C", "F", "F", "C", "C", "C", "C", "N", "C", "S", "H", "H", "H", "Cl", "C", "C", "C", "C", "O", "C", "C", "O", "C", "H", "H", "H", "H", "F", "C", "C", "N", "C", "C", "O", "O", "C", "O", "N", "C", "O", "H", "H", "H", "H"], "coordinates": [[0.8794, 0.1936, 0.9712], [0.2035, 1.1056, 5.9004], [-0.3525, -0.0924, 6.1076], [-1.4656, 0.0922, 6.8287], [0.4952, -0.8143, 6.8529], [-0.6720, -0.8153, 4.8215], [-1.5217, -1.9158, 4.8865], [-1.8302, -2.6267, 3.7415], [-1.2658, -2.2202, 2.5415], [-0.4513, -1.1784, 2.4838], [-0.1545, -0.4781, 3.5798], [0.9041, 0.8734, 3.1480], [-1.9418, -2.2035, 5.8416], [-2.4920, -3.4795, 3.7742], [-1.4531, -2.7353, 1.6084], [1.7893, -3.4736, -5.5043], [1.4525, -2.8562, -3.9298], [0.6338, -3.5931, -3.0581], [0.3440, -3.1321, -1.7988], [0.8539, -1.9004, -1.3457], [0.5398, -1.5074, -0.1333], [1.6729, -1.1600, -2.2339], [2.1984, 0.1118, -1.8919], [1.9806, 0.7534, -0.8454], [1.9683, -1.6607, -3.5228], [0.2330, -4.5405, -3.3936], [-0.2753, -3.7091, -1.1258], [2.8495, 0.5944, -2.6308], [2.5968, -1.0822, -4.1882], [-0.6798, 2.8473, -4.9267], [-0.8215, 2.4451, -3.6755], [-0.8397, 3.3121, -2.6631], [-0.9837, 2.8880, -1.3404], [-0.9969, 3.8100, -0.2978], [2.0403, 3.7602, 0.2557], [2.1828, 4.6487, -0.4690], [1.9965, 2.8656, 0.9989], [-1.0571, 1.5479, -1.0429], [-1.0938, 1.1355, 0.1271], [-1.1124, 0.6974, -2.0960], [-0.9601, 1.0034, -3.4620], [-0.9349, 0.1447, -4.2979], [-0.7452, 4.3774, -2.8135], [-1.3061, 3.4294, 0.6617], [-1.2324, 4.8256, -0.5772], [-1.1751, -0.2878, -1.8666]], "forces_ev_per_a": [[-0.31, -0.14, -0.12], [-0.01, 0.01, 0.00], [0.01, 0.00, 0.00], [0.00, 0.00, 0.01], [0.02, 0.00, 0.00], [-0.01, -0.01, 0.00], [-0.01, 0.00, -0.01], [0.01, 0.00, 0.01], [0.05, -0.05, -0.01], [-0.02, 0.11, -0.02], [-0.01, -0.02, 0.04], [0.06, 0.02, -0.06], [0.00, 0.00, 0.00], [0.00, 0.00, 0.00], [0.00, 0.01, 0.00], [0.00, 0.00, 0.00], [0.00, -0.01, 0.00], [0.00, 0.00, -0.01], [0.00, 0.00, 0.00], [0.05, -0.01, 0.00], [0.01, -0.06, 0.00], [0.00, 0.00, -0.01], [-0.01, 0.00, -0.01], [-0.03, 0.02, 0.05], [0.00, 0.00, 0.01], [0.00, 0.00, 0.00], [0.00, 0.00, 0.00], [-0.01, 0.00, 0.00], [-0.01, 0.00, 0.00], [0.01, 0.01, 0.00], [-0.04, -0.02, -0.01], [-0.06, -0.04, 0.03], [0.12, -0.08, 0.06], [-0.50, 0.08, 0.01], [0.72, 0.00, 0.12], [-0.35, -0.10, -0.04], [-0.34, 0.18, -0.02], [-0.09, 0.05, -0.04], [0.22, 0.05, 0.10], [0.12, 0.00, -0.07], [0.02, 0.03, 0.04], [0.01, -0.03, -0.02], [0.01, 0.00, 0.00], [0.17, -0.05, 0.02], [0.23, 0.02, -0.03], [-0.03, 0.00, 0.00]]}